Computed, not measured: 3 unconnected molecules or ions with the total composition C41H72BF10IN8O6P2S2 in a non-equilibrium geometry, with ωB97M-V/def2-TZVPD.

Output
**Energy**: -144086.63827 eV
**HOMO**: -7.63 eV
**2S+1**: 1
**Kohn-Sham gap**: 6.9 eV

Cartesian coordinates (Å):
C1 3.23116 4.81684 3.41472
C2 2.03023 4.16930 2.68437
C3 1.20814 5.19869 1.83716
I1 -0.03351 6.42635 3.12374
C4 0.36800 4.42921 0.82681
C5 -0.28867 3.26940 1.26224
C6 -1.02229 2.52973 0.37148
C7 -1.17115 2.85997 -0.98453
C8 -0.54426 4.03390 -1.40956
C9 -0.66381 4.53434 -2.83947
C10 -1.58604 5.77671 -3.00181
O1 -2.53143 5.92572 -1.92538
C11 -2.71804 7.25468 -1.64652
O2 -3.06683 7.59759 -0.54359
C12 0.22320 4.79276 -0.50771
B1 0.96745 6.10508 -1.02798
N1 2.24680 5.89891 -1.72053
O3 0.42884 7.35867 -0.85809
N2 -1.94489 2.02542 -1.82819
C13 -1.58006 0.64924 -1.77509
C14 -1.30612 -0.05893 -2.93947
C15 -0.94961 -1.40216 -2.84799
C16 -0.62911 -2.09749 -4.18613
C17 0.90731 -1.95921 -4.40884
C18 1.34092 -3.01092 -5.46687
F1 0.31897 -3.44776 -6.23160
F2 1.72530 -4.11444 -4.72616
C19 2.61421 -2.61406 -6.28307
F3 3.41193 -1.91010 -5.45424
F4 3.30414 -3.72070 -6.58722
S1 2.31770 -1.58468 -7.82971
F5 3.08216 -0.32011 -7.19676
F6 0.94894 -0.98540 -7.27697
F7 1.60842 -2.79719 -8.56264
F8 3.73036 -2.08813 -8.40931
F9 2.12060 -0.72964 -9.15610
C20 -0.86724 -2.06428 -1.61439
C21 -0.43541 -3.52731 -1.62773
C22 -1.58581 -4.54006 -1.49333
C23 -1.00837 -5.93551 -1.15401
F10 -2.33699 -4.65643 -2.66633
C24 -1.15022 -1.35427 -0.42575
C25 -1.03011 -2.08458 0.91077
C26 -0.16405 -1.38336 1.99879
C27 1.05029 -0.60312 1.47185
O4 1.44032 0.30063 2.53411
C28 2.83570 0.22829 2.77938
C29 -1.49757 -0.01211 -0.55124
S2 -1.84539 1.02209 0.86918
H1 3.07926 5.86808 3.68925
H2 4.17414 4.66761 2.86774
H3 3.36748 4.26810 4.36242
H4 1.38180 3.70135 3.43410
H5 2.36654 3.40534 1.96625
H6 1.97176 5.82630 1.35217
H7 -0.22968 2.92243 2.29371
H8 -1.04808 3.76408 -3.52627
H9 0.32006 4.81132 -3.25169
H10 -2.11430 5.72186 -3.97049
H11 -0.95803 6.67938 -3.07822
H12 -2.53761 8.03893 -2.40859
H13 2.50563 6.69273 -2.29929
H14 2.99152 5.64161 -1.08266
H15 1.07292 8.02840 -1.12140
H16 -1.92061 2.32503 -2.79325
H17 -1.38554 0.46119 -3.89836
H18 -1.15697 -1.53769 -4.96516
H19 -0.93889 -3.14109 -4.09690
H20 1.42829 -2.15285 -3.46322
H21 1.18528 -0.95609 -4.75555
H22 0.12278 -3.80451 -2.53484
H23 0.27935 -3.68454 -0.80641
H24 -2.28018 -4.20595 -0.70775
H25 -0.74648 -6.47927 -2.07247
H26 -0.13815 -5.87337 -0.49113
H27 -1.81207 -6.49684 -0.65232
H28 -2.03471 -2.26700 1.33156
H29 -0.60391 -3.08592 0.76632
H30 -0.77316 -0.66606 2.56155
H31 0.21007 -2.10230 2.74494
H32 0.84375 0.03071 0.59877
H33 1.92773 -1.25350 1.30585
H34 3.05229 -0.78228 3.17068
H35 3.37132 0.46742 1.84514
H36 3.14522 0.93103 3.56757
O5 -5.66809 0.19391 3.12027
P1 -6.94781 0.70383 2.49253
N3 -6.29951 2.15349 1.83076
C30 -6.96606 3.42879 1.69521
C31 -5.49130 1.90048 0.63876
N4 -7.76020 0.95983 4.04624
C32 -7.95442 2.29046 4.61480
C33 -7.20186 0.15551 5.14334
N5 -8.47936 0.86775 1.60710
C34 -9.69180 1.50484 2.07948
C35 -8.86132 -0.49652 1.16104
H37 -7.71807 3.43566 0.89078
H38 -6.23666 4.20688 1.45780
H39 -7.43528 3.75724 2.61915
H40 -6.12311 1.59374 -0.21056
H41 -4.76763 1.10667 0.82595
H42 -4.92058 2.78141 0.34251
H43 -7.00554 2.83538 4.71683
H44 -8.40683 2.21024 5.60602
H45 -8.66066 2.90649 4.06231
H46 -6.26264 0.57023 5.52934
H47 -7.01002 -0.86884 4.83197
H48 -7.91078 0.10676 5.97431
H49 -10.09743 1.04960 2.99003
H50 -10.45632 1.41985 1.30193
H51 -9.57298 2.57616 2.22124
H52 -9.12021 -1.13563 2.01633
H53 -8.02944 -0.96802 0.62620
H54 -9.71048 -0.47446 0.47663
O6 4.91040 -4.53125 3.00872
P2 6.23257 -4.29544 2.30954
N6 6.17851 -2.57378 2.33434
C36 6.66375 -1.65165 1.33271
C37 6.49795 -2.03240 3.65416
N7 5.66185 -4.97633 0.77404
C38 5.31522 -4.13743 -0.36952
C39 4.52877 -5.90186 0.92245
N8 7.91497 -4.33128 1.74243
C40 8.36792 -4.39657 0.36729
C41 8.58366 -5.44503 2.46419
H55 7.76221 -1.58123 1.31542
H56 6.28307 -0.64513 1.52457
H57 6.31170 -1.88816 0.33139
H58 7.56570 -2.17152 3.88443
H59 5.91523 -2.53209 4.43114
H60 6.26541 -0.96900 3.72652
H61 4.55485 -3.38578 -0.11123
H62 4.91920 -4.75480 -1.17917
H63 6.16785 -3.63845 -0.82476
H64 3.57800 -5.37664 1.07981
H65 4.67415 -6.58343 1.75731
H66 4.42459 -6.51756 0.02512
H67 8.01557 -5.28612 -0.16615
H68 9.46116 -4.42243 0.36160
H69 8.11900 -3.50182 -0.19785
H70 8.18116 -6.41793 2.15188
H71 8.42799 -5.34563 3.54416
H72 9.66102 -5.44622 2.29484

---

Computed, not measured: a molecular structure, C41H74CsN4O5S2 in a non-equilibrium geometry, with ωB97M-V/def2-TZVPD.

Output
**Energy**: -82134.14169 eV
**HOMO (alpha / beta)**: -1.34 / -2.20 eV
**Energy relative to the best compared isomer or geometry (same formula, charge and spin)**: 0.00 kJ/mol
**Net charge**: -2
**<S²>**: 0.757
**2S+1**: 2
**Kohn-Sham gap (alpha / beta)**: 5.0 / 5.9 eV

Cartesian coordinates (Å):
Cs1 1.14714 0.23945 -0.65342
C1 1.57583 -5.40681 0.40802
N1 0.90990 -4.17378 0.77944
C2 -0.46065 -4.43103 1.19572
C3 1.67763 -3.47237 1.81152
C4 1.25471 -2.01612 1.95188
N2 2.14624 -1.25196 2.83252
C5 3.26956 -0.63196 2.10245
C6 4.20962 -1.61019 1.43604
C7 5.04434 -2.36166 2.24417
C8 5.89742 -3.32750 1.72258
C9 5.89834 -3.45709 0.33566
C10 5.10554 -2.71025 -0.53555
C11 4.19022 -1.76418 0.02022
O1 3.34906 -1.05035 -0.67730
C12 5.33249 -2.95326 -2.04372
C13 5.16234 -4.44687 -2.36472
C14 4.40515 -2.19259 -3.00100
C15 6.77124 -2.53460 -2.38738
C16 6.79832 -4.21316 2.58376
C17 6.62392 -3.92026 4.07428
C18 6.45421 -5.69039 2.34750
C19 8.27213 -3.98337 2.22151
C20 1.41070 -0.17955 3.52336
C21 0.30619 -0.64686 4.42757
C22 0.62944 -1.29723 5.59959
C23 -0.34335 -1.76703 6.48232
C24 -1.65974 -1.49517 6.13004
C25 -2.05422 -0.80720 4.97857
C26 -1.05477 -0.38860 4.04406
O2 -1.29978 0.21532 2.92690
C27 -3.57061 -0.55837 4.82511
C28 -3.98785 0.31354 3.63359
C29 -4.09606 0.15305 6.08460
C30 -4.29836 -1.90471 4.67855
C31 0.06031 -2.51391 7.75241
C32 0.85848 -3.77463 7.38886
C33 0.93830 -1.61063 8.63037
C34 -1.15085 -2.94503 8.57934
H1 1.62447 -6.11778 1.25244
H2 2.59483 -5.19159 0.08038
H3 1.04000 -5.88922 -0.41265
H4 -1.00914 -4.90950 0.38175
H5 -0.98341 -3.50594 1.43507
H6 -0.49225 -5.09625 2.07716
H7 2.73123 -3.54356 1.55079
H8 1.55406 -3.96124 2.79468
H9 0.24950 -1.97869 2.37371
H10 1.19515 -1.54270 0.96701
H11 3.83654 -0.04849 2.83157
H12 2.89953 0.06980 1.34663
H13 4.97079 -2.20054 3.31550
H14 6.58122 -4.18196 -0.10175
H15 4.16220 -4.78537 -2.08218
H16 5.89115 -5.07605 -1.84815
H17 5.28414 -4.60824 -3.44144
H18 3.36331 -2.49267 -2.89192
H19 4.72202 -2.42701 -4.02514
H20 4.45368 -1.11689 -2.85041
H21 7.50437 -3.06886 -1.77776
H22 6.90486 -1.46421 -2.21089
H23 6.98446 -2.73878 -3.44282
H24 5.59419 -4.08885 4.39822
H25 6.88621 -2.88674 4.31332
H26 7.27582 -4.57812 4.65703
H27 5.41224 -5.88590 2.61310
H28 7.09612 -6.33920 2.95442
H29 6.58585 -5.96574 1.29852
H30 8.54318 -2.93611 2.37636
H31 8.46534 -4.22527 1.17373
H32 8.92584 -4.60770 2.84133
H33 0.96516 0.51957 2.80180
H34 2.16071 0.37165 4.09638
H35 1.68599 -1.46320 5.80579
H36 -2.44466 -1.82941 6.79889
H37 -3.46367 1.26884 3.62291
H38 -5.06675 0.49741 3.71628
H39 -3.79996 -0.16758 2.67686
H40 -3.60650 1.12335 6.20104
H41 -3.91870 -0.42110 6.99625
H42 -5.17484 0.32182 5.99602
H43 -3.93377 -2.43526 3.79550
H44 -5.37633 -1.74217 4.56079
H45 -4.14241 -2.54959 5.54769
H46 1.75274 -3.52562 6.81406
H47 0.25073 -4.44540 6.77620
H48 1.17043 -4.31205 8.29229
H49 1.84089 -1.30339 8.09833
H50 1.24256 -2.13097 9.54620
H51 0.39292 -0.70512 8.90789
H52 -1.80680 -3.61100 8.01278
H53 -1.74226 -2.08522 8.90500
H54 -0.81280 -3.48083 9.47169
C35 -2.13160 3.06540 0.28928
C36 -1.33930 3.45730 -0.97500
N3 -0.45392 2.40146 -1.37839
C37 -0.51610 2.06767 -2.77003
C38 -1.81183 1.37567 -3.25218
S1 -2.26708 -0.13636 -2.33812
C39 -3.82307 0.30451 -1.52249
C40 -3.82500 1.61199 -0.73016
N4 -2.72618 1.74688 0.18643
H55 -2.87270 3.85937 0.49814
H56 -1.44891 3.04713 1.13763
H57 -0.79577 4.39237 -0.73300
H58 -2.04501 3.74887 -1.77249
H59 0.89986 2.97630 -1.11957
H60 0.32197 1.38656 -3.00013
H61 -0.38219 2.94735 -3.43252
H62 -1.69813 1.09792 -4.30306
H63 -2.65222 2.07046 -3.19816
H64 -3.99316 -0.53408 -0.84252
H65 -4.63503 0.31546 -2.25515
H66 -4.81072 1.69558 -0.24412
H67 -3.77784 2.44550 -1.43434
H68 -2.85909 1.28167 1.07226
O3 0.35209 3.28020 2.69913
H69 0.85154 3.23028 1.87394
H70 0.12013 2.36282 2.90007
O4 1.12228 -2.34170 -1.56699
H71 0.94630 -2.97589 -0.84164
H72 1.98430 -1.93626 -1.29686
O5 -2.35649 -1.47536 0.95646
H73 -1.83733 -1.22242 0.18452
H74 -1.93763 -0.96869 1.70282
S2 2.21781 4.92559 -1.72070
C41 1.98493 3.60022 -0.89474

---

Computed, not measured: 11 unconnected molecules or ions with the total composition C41H75FN5O14S in a non-equilibrium geometry, with ωB97M-V/def2-TZVPD.

Output
**Energy**: -93390.39902 eV
**HOMO**: -10.85 eV
**Net charge**: +1
**2S+1**: 1
**Kohn-Sham gap**: 7.6 eV

Cartesian coordinates (Å):
C1 1.03376 -3.41423 0.99168
C2 -0.36800 -3.68576 0.43674
N1 -0.86967 -2.51882 -0.38145
C3 -2.06840 -1.99313 0.04101
N2 -3.23944 -2.45396 -0.21523
C4 -4.30580 -1.60553 0.31242
O1 -5.40685 -2.26705 0.78334
N3 -6.66283 -1.75544 0.05195
O2 -7.24586 -2.63137 -0.36222
C5 -3.59764 -0.53708 1.18408
F1 -4.08420 0.66453 0.73938
N4 -3.97741 -0.72814 2.55841
C6 -4.17477 0.24696 3.27614
S1 -4.34556 1.47300 4.19481
C7 -2.07307 -0.72276 0.89578
C8 -1.49518 0.40519 0.04723
C9 0.03173 0.50097 0.13535
C10 0.48058 1.42611 -0.98647
O3 1.87564 1.36299 -1.21054
O4 -1.26304 -1.14700 1.99444
C11 -1.11913 -0.33813 3.00646
N5 -1.20802 0.14160 4.05393
H1 1.49543 -2.60882 0.42526
H2 1.66001 -4.30161 0.95729
H3 0.94065 -3.04243 2.01138
H4 -1.05377 -3.90776 1.25207
H5 -0.30549 -4.53370 -0.24008
H6 -0.98767 -2.79708 -1.35583
H7 -3.42140 -3.31737 -0.74898
H8 -4.64030 -1.03053 -0.56461
H9 -1.90652 1.36376 0.35400
H10 -1.78477 0.22558 -0.99162
H11 0.52544 -0.46387 0.08275
H12 0.28338 0.99174 1.07893
H13 -0.07660 1.14278 -1.86441
H14 0.20517 2.46467 -0.77701
H15 2.26404 1.03640 -0.39022
C12 5.22636 2.00086 1.89494
C13 3.96101 1.54291 2.55986
O5 3.00220 1.15518 1.92506
C14 3.92717 1.59022 4.06720
H16 5.11928 1.91785 0.81517
H17 5.42932 3.04290 2.16042
H18 6.06539 1.38279 2.22028
H19 4.08587 2.61403 4.40895
H20 4.71514 0.95753 4.47819
H21 2.96169 1.23852 4.42442
C15 0.03430 4.05158 -4.57395
C16 -1.14548 3.29142 -4.03602
O6 -1.00587 2.46458 -3.16025
C17 -2.49496 3.58850 -4.64393
H22 0.93443 3.74672 -4.05116
H23 0.15760 3.84737 -5.63976
H24 -0.10698 5.12277 -4.43202
H25 -2.47857 3.36741 -5.71260
H26 -2.74541 4.64097 -4.50541
H27 -3.25678 2.97647 -4.16470
C18 3.94550 5.39094 -2.50172
C19 3.27072 6.26271 -3.53276
O7 2.37985 5.83843 -4.23338
C20 3.75882 7.68608 -3.64822
H28 3.50594 4.39584 -2.51623
H29 5.01244 5.31409 -2.71692
H30 3.82036 5.82142 -1.50672
H31 4.81833 7.69817 -3.90816
H32 3.62544 8.20604 -2.69827
H33 3.19545 8.20357 -4.42090
C21 6.31989 7.41443 2.44599
C22 5.85114 6.10508 3.02791
O8 5.92181 5.07227 2.39974
C23 5.29205 6.14460 4.42818
H34 6.69854 7.25095 1.44002
H35 5.49241 8.12465 2.40834
H36 7.11426 7.83557 3.06376
H37 4.42496 6.80553 4.46688
H38 6.04692 6.51678 5.12211
H39 4.99247 5.14419 4.73147
C24 0.19793 -0.54089 -5.36771
C25 -0.99718 -1.26302 -4.80446
O9 -0.91763 -2.04985 -3.88108
C26 -2.32878 -0.95090 -5.44517
H40 1.09121 -0.84022 -4.82348
H41 0.32938 -0.77388 -6.42248
H42 0.06184 0.53425 -5.25534
H43 -2.30259 -1.20760 -6.50506
H44 -2.54536 0.11449 -5.34666
H45 -3.11543 -1.52431 -4.95865
C27 -0.90273 -2.84692 4.90094
C28 -1.43826 -4.17309 5.37956
O10 -1.44775 -5.14466 4.65689
C29 -1.96142 -4.22793 6.79271
H46 -0.55508 -2.95128 3.87480
H47 -1.67514 -2.08203 4.94699
H48 -0.06350 -2.54301 5.52871
H49 -2.78398 -3.52137 6.91439
H50 -1.16950 -3.96710 7.49631
H51 -2.31652 -5.23214 7.01044
C30 -6.56132 0.61169 9.53784
C31 -5.55085 1.60392 9.01396
O11 -5.00683 2.40164 9.73731
C32 -5.25060 1.55092 7.53208
H52 -6.68587 0.75307 10.60840
H53 -7.52270 0.75773 9.04272
H54 -6.22045 -0.40748 9.34803
H55 -6.16038 1.73556 6.95794
H56 -4.85439 0.56974 7.26443
H57 -4.51205 2.31241 7.29025
C33 2.24904 2.81022 -9.05763
C34 1.03851 2.09117 -8.51849
O12 1.12302 1.30206 -7.60483
C35 -0.28613 2.40439 -9.17256
H58 3.13199 2.49946 -8.50487
H59 2.38507 2.57461 -10.11424
H60 2.12163 3.88889 -8.95281
H61 -0.24965 2.15307 -10.23341
H62 -0.51095 3.46772 -9.07340
H63 -1.07419 1.82517 -8.69590
C36 -3.44737 -6.96228 -2.79188
C37 -3.23826 -6.00498 -1.65588
O13 -3.54546 -4.83099 -1.76759
C38 -2.64500 -6.55903 -0.39037
H64 -3.88064 -6.43871 -3.64003
H65 -2.49297 -7.39920 -3.08895
H66 -4.11910 -7.76410 -2.48228
H67 -1.65999 -6.98136 -0.59465
H68 -3.28746 -7.34658 0.00486
H69 -2.54860 -5.77533 0.35772
C39 3.19778 -7.77475 -0.26360
C40 3.54849 -6.70718 0.74274
O14 3.23487 -5.54921 0.57404
C41 4.30854 -7.14833 1.96671
H70 2.65643 -7.32887 -1.09497
H71 4.10603 -8.24604 -0.64124
H72 2.57588 -8.53981 0.20418
H73 5.25989 -7.59574 1.67530
H74 3.72886 -7.88834 2.52069
H75 4.49823 -6.29035 2.60676